Record 1
# C80H48Br2F7NO11

A cluster of 6 separate species, C80H48Br2F7NO11 in total at a distorted geometry (ωB97M-V with the def2-TZVPD basis set, the OMol25 dataset).

Computed properties:
lowest unoccupied orbital energy	-1.129	eV
SMILES	C/C(Br)=C(\Br)[C@@H]1NC(=O)C[C@H]1C(F)(F)C(F)(F)C(F)(F)F.O=C1c2ccccc2C(=O)c2ccccc21.O=C1c2ccccc2C(=O)c2ccccc21.O=C1c2ccccc2C(=O)c2ccccc21.O=C1c2ccccc2C(=O)c2ccccc21.O=C1c2ccccc2C(=O)c2ccccc21
E_HOMO	-9.48	eV
gap between HOMO and LUMO	8.3	eV

Element x y z (Å)
C1 1.853 0.488 2.413
C2 0.392 0.690 2.676
Br1 -0.004 1.201 4.454
C3 -0.576 0.500 1.779
Br2 -0.116 -0.157 0.067
C4 -2.059 0.793 2.013
N1 -2.907 -0.042 1.155
C5 -3.332 0.626 0.025
O1 -3.451 0.178 -1.088
C6 -3.603 2.021 0.568
C7 -2.356 2.229 1.416
C8 -2.586 3.393 2.409
F1 -2.595 2.953 3.687
F2 -3.778 4.011 2.209
C9 -1.543 4.518 2.309
F3 -1.739 5.353 3.351
F4 -0.300 4.033 2.396
C10 -1.670 5.380 1.003
F5 -2.273 4.691 0.022
F6 -2.366 6.504 1.239
F7 -0.433 5.714 0.578
H1 2.107 -0.562 2.414
H2 2.424 1.009 3.166
H3 2.105 0.947 1.469
H4 -2.338 0.629 3.040
H5 -2.621 -1.000 1.028
H6 -4.456 1.845 1.205
H7 -3.786 2.782 -0.168
H8 -1.486 2.467 0.821
O2 0.694 -6.465 -5.325
C11 1.094 -5.569 -4.613
C12 0.157 -4.554 -4.055
C13 -1.199 -4.650 -4.341
C14 -2.086 -3.731 -3.806
C15 -1.624 -2.712 -2.980
C16 -0.272 -2.608 -2.703
C17 0.624 -3.520 -3.241
C18 2.074 -3.371 -2.943
O3 2.483 -2.442 -2.276
C19 3.009 -4.398 -3.482
C20 4.363 -4.301 -3.190
C21 5.242 -5.260 -3.662
C22 4.772 -6.321 -4.428
C23 3.425 -6.417 -4.731
C24 2.539 -5.456 -4.264
H9 -1.553 -5.446 -4.981
H10 -3.141 -3.808 -4.031
H11 -2.317 -1.995 -2.557
H12 0.094 -1.816 -2.070
H13 4.721 -3.475 -2.591
H14 6.296 -5.184 -3.432
H15 5.460 -7.074 -4.790
H16 3.055 -7.237 -5.330
O4 7.824 -5.077 5.455
C25 7.143 -4.089 5.281
C26 6.263 -3.561 6.360
C27 6.247 -4.198 7.593
C28 5.463 -3.696 8.619
C29 4.693 -2.556 8.418
C30 4.693 -1.927 7.186
C31 5.473 -2.428 6.152
C32 5.454 -1.741 4.833
O5 4.732 -0.783 4.641
C33 6.353 -2.251 3.761
C34 6.379 -1.602 2.533
C35 7.226 -2.049 1.534
C36 8.051 -3.146 1.757
C37 8.021 -3.803 2.975
C38 7.171 -3.361 3.980
H17 6.853 -5.079 7.746
H18 5.457 -4.191 9.581
H19 4.094 -2.159 9.226
H20 4.094 -1.042 7.024
H21 5.737 -0.749 2.366
H22 7.246 -1.542 0.579
H23 8.718 -3.489 0.977
H24 8.657 -4.658 3.153
O6 -1.096 -0.006 -7.096
C39 -1.823 0.927 -6.829
C40 -2.861 1.390 -7.794
C41 -3.007 0.723 -9.003
C42 -3.991 1.115 -9.894
C43 -4.836 2.174 -9.581
C44 -4.685 2.851 -8.384
C45 -3.695 2.468 -7.488
C46 -3.539 3.216 -6.210
O7 -4.234 4.181 -5.962
C47 -2.520 2.740 -5.237
C48 -2.390 3.398 -4.020
C49 -1.474 2.946 -3.088
C50 -0.685 1.836 -3.367
C51 -0.799 1.185 -4.582
C52 -1.715 1.636 -5.523
H25 -2.352 -0.104 -9.237
H26 -4.106 0.590 -10.833
H27 -5.614 2.468 -10.272
H28 -5.338 3.677 -8.142
H29 -3.012 4.256 -3.809
H30 -1.378 3.453 -2.137
H31 0.020 1.476 -2.631
H32 -0.188 0.322 -4.802
O8 6.386 0.523 9.244
C53 6.222 1.725 9.216
C54 5.984 2.437 7.930
C55 5.933 1.705 6.753
C56 5.674 2.342 5.552
C57 5.466 3.717 5.521
C58 5.534 4.456 6.690
C59 5.796 3.822 7.898
C60 5.878 4.634 9.144
O9 5.765 5.841 9.112
C61 6.097 3.919 10.433
C62 6.143 4.651 11.613
C63 6.319 4.002 12.822
C64 6.450 2.618 12.860
C65 6.416 1.884 11.687
C66 6.243 2.531 10.470
H33 6.088 0.635 6.781
H34 5.626 1.762 4.641
H35 5.251 4.211 4.583
H36 5.379 5.526 6.673
H37 6.036 5.726 11.577
H38 6.352 4.574 13.740
H39 6.581 2.112 13.807
H40 6.522 0.809 11.709
O10 -9.007 -1.622 -3.616
C67 -9.182 -1.096 -4.695
C68 -8.448 0.143 -5.074
C69 -7.531 0.687 -4.183
C70 -6.817 1.820 -4.533
C71 -7.014 2.416 -5.774
C72 -7.935 1.884 -6.661
C73 -8.658 0.751 -6.314
C74 -9.655 0.204 -7.276
O11 -9.873 0.758 -8.333
C75 -10.374 -1.047 -6.906
C76 -11.284 -1.595 -7.801
C77 -11.941 -2.771 -7.485
C78 -11.693 -3.405 -6.272
C79 -10.796 -2.858 -5.372
C80 -10.136 -1.677 -5.682
H41 -7.378 0.216 -3.222
H42 -6.099 2.240 -3.841
H43 -6.444 3.293 -6.047
H44 -8.094 2.343 -7.627
H45 -11.469 -1.099 -8.743
H46 -12.648 -3.197 -8.184
H47 -12.203 -4.328 -6.030
H48 -10.601 -3.345 -4.427

---

Record 2
# C6H13O

The ion C6H13O with charge -1 at a distorted geometry (ωB97M-V with the def2-TZVPD basis set, the OMol25 dataset).

Computed properties:
lowest unoccupied orbital energy	3.832	eV
net charge	-1
SMILES	CCCCCC[O-]
E_HOMO	-2.09	eV
gap between HOMO and LUMO	5.9	eV

Element x y z (Å)
C1 0.582 0.872 1.876
C2 -0.678 -0.022 1.788
C3 -1.527 0.097 0.519
C4 -0.597 0.356 -0.738
C5 0.266 -0.866 -1.060
C6 1.277 -0.594 -2.260
O1 2.570 -0.686 -1.883
H1 0.271 1.895 1.609
H2 1.361 0.515 1.218
H3 1.003 1.081 2.867
H4 -1.274 0.154 2.693
H5 -0.261 -1.029 1.812
H6 -2.160 -0.800 0.379
H7 -2.236 0.913 0.523
H8 -1.259 0.760 -1.531
H9 0.007 1.283 -0.640
H10 -0.334 -1.795 -1.168
H11 1.010 -1.148 -0.301
H12 0.932 0.397 -2.693
H13 1.047 -1.383 -3.010

---

Record 3
# C3H8CeO3

A structure of composition C3H8CeO3 at a distorted geometry (ωB97M-V with the def2-TZVPD basis set, the OMol25 dataset).

Computed properties:
lowest unoccupied orbital energy (spin up / spin down)	-4.735 / -4.725	eV
net charge	+1
E_HOMO (spin up / spin down)	-11.69 / -11.68	eV
gap between HOMO and LUMO (spin up / spin down)	7.0 / 7.0	eV
multiplicity	2

Element x y z (Å)
O1 -0.749 -1.517 0.465
C1 0.574 -1.927 0.598
C2 1.612 -0.801 0.656
O2 1.774 -0.081 -0.543
C3 0.853 1.033 -0.733
H1 0.874 -2.598 -0.236
H2 0.716 -2.518 1.529
H3 2.591 -1.252 0.892
H4 1.359 -0.110 1.486
H5 1.006 1.345 -1.781
H6 -3.102 2.732 -0.913
H7 1.215 1.879 -0.109
Ce1 -1.388 0.309 -0.351
O3 -3.211 1.811 -0.622
H8 -4.124 1.697 -0.338

---

Record 4
# C36H33AsBN3O3PTc

A structure of composition C36H33AsBN3O3PTc at a distorted geometry (ωB97M-V with the def2-TZVPD basis set, the OMol25 dataset).

Computed properties:
lowest unoccupied orbital energy (spin up / spin down)	-3.609 / -3.565	eV
net charge	+1
E_HOMO (spin up / spin down)	-10.67 / -10.67	eV
gap between HOMO and LUMO (spin up / spin down)	7.1 / 7.1	eV
multiplicity	2

Element x y z (Å)
Tc1 -2.634 0.494 -0.286
N1 -3.256 -2.067 4.351
C1 -3.081 -0.842 3.741
C2 -2.984 -0.751 2.350
N2 -2.789 0.420 1.743
C3 -2.670 1.513 2.515
C4 -2.749 1.391 3.889
N3 -2.954 0.237 4.506
H1 -4.024 -2.615 3.989
H2 -3.338 -1.950 5.353
H3 -3.061 -1.635 1.727
H4 -2.511 2.458 2.023
H5 -2.648 2.268 4.515
O1 -2.629 2.145 -0.374
C5 1.049 1.472 -0.334
C6 2.319 1.169 -1.109
As1 3.711 2.465 -0.558
C7 5.236 1.619 -1.432
C8 6.507 1.947 -0.969
C9 7.632 1.386 -1.548
C10 7.500 0.491 -2.601
C11 6.239 0.164 -3.071
C12 5.110 0.726 -2.489
C13 3.958 1.656 1.210
C14 3.789 2.446 2.340
C15 3.932 1.900 3.611
C16 4.246 0.559 3.755
C17 4.420 -0.236 2.629
C18 4.278 0.310 1.364
P1 -0.228 0.166 -0.504
C19 0.650 -1.225 0.265
C20 0.551 -1.293 1.655
C21 1.210 -2.284 2.363
C22 1.975 -3.220 1.685
C23 2.083 -3.156 0.303
C24 1.425 -2.164 -0.407
C25 -0.325 -0.153 -2.293
C26 -0.566 -1.433 -2.797
C27 -0.695 -1.634 -4.162
C28 -0.609 -0.561 -5.035
C29 -0.407 0.720 -4.541
C30 -0.273 0.926 -3.178
H6 0.633 2.437 -0.631
H7 1.260 1.533 0.738
H8 2.156 1.238 -2.182
H9 2.694 0.171 -0.883
H10 6.622 2.645 -0.147
H11 8.615 1.646 -1.178
H12 8.379 0.053 -3.055
H13 6.131 -0.531 -3.894
H14 4.135 0.457 -2.877
H15 3.541 3.496 2.232
H16 3.799 2.524 4.486
H17 4.359 0.132 4.743
H18 4.671 -1.284 2.738
H19 4.426 -0.322 0.494
H20 -0.039 -0.558 2.197
H21 1.127 -2.323 3.441
H22 2.492 -3.996 2.233
H23 2.689 -3.880 -0.226
H24 1.545 -2.120 -1.482
H25 -0.656 -2.280 -2.127
H26 -0.869 -2.631 -4.544
H27 -0.711 -0.720 -6.100
H28 -0.357 1.562 -5.219
H29 -0.129 1.934 -2.808
O2 -5.711 1.094 -0.167
B1 -4.766 0.154 -0.516
O3 -5.362 -1.001 -1.002
C31 -6.729 -0.758 -0.955
C32 -7.768 -1.577 -1.325
C33 -9.050 -1.062 -1.167
C34 -9.260 0.217 -0.660
C35 -8.198 1.034 -0.290
C36 -6.938 0.510 -0.452
H30 -7.594 -2.569 -1.719
H31 -9.901 -1.669 -1.445
H32 -10.271 0.585 -0.551
H33 -8.350 2.029 0.104

---

Record 5
# C10H17N2

The ion C10H17N2 with charge +1 at a distorted geometry (ωB97M-V with the def2-TZVPD basis set, the OMol25 dataset).

Computed properties:
lowest unoccupied orbital energy (spin up / spin down)	-4.658 / -4.658	eV
net charge	+1
SMILES	C/[NH+]=C/C=C\C=C/C(C)=C(/C)N
E_HOMO (spin up / spin down)	-11.46 / -11.46	eV
gap between HOMO and LUMO (spin up / spin down)	6.8 / 6.8	eV

Element x y z (Å)
C1 -0.934 -0.950 2.787
N1 -1.264 -0.286 1.570
C2 -1.629 1.023 1.683
C3 -1.999 1.830 0.653
C4 -2.164 1.428 -0.670
C5 -1.776 0.394 -1.491
C6 -0.577 -0.523 -1.649
C7 0.806 -0.601 -1.396
C8 1.533 -1.774 -1.920
C9 1.527 0.271 -0.551
C10 2.913 -0.045 -0.150
N2 1.054 1.495 -0.210
H1 -1.272 -1.978 2.830
H2 0.187 -1.024 2.901
H3 -1.397 -0.480 3.650
H4 -1.623 -0.965 0.866
H5 -1.521 1.459 2.653
H6 -2.271 2.808 0.879
H7 -3.009 1.972 -1.135
H8 -2.512 0.146 -2.273
H9 -0.716 -1.322 -2.323
H10 1.026 -2.233 -2.899
H11 1.671 -2.508 -1.088
H12 2.485 -1.481 -2.274
H13 3.489 -0.018 -1.109
H14 2.915 -1.071 0.219
H15 3.159 0.592 0.604
H16 0.197 1.863 -0.647
H17 1.700 1.978 0.491

---

Record 6
# H2N4O2

A cluster of 2 separate species, H2N4O2 in total at a distorted geometry (ωB97M-V with the def2-TZVPD basis set, the OMol25 dataset).

Computed properties:
lowest unoccupied orbital energy (spin up / spin down)	0.793 / -2.507	eV
E_HOMO (spin up / spin down)	-7.87 / -9.75	eV
gap between HOMO and LUMO (spin up / spin down)	8.7 / 7.2	eV
multiplicity	3

Element x y z (Å)
N1 -0.449 -1.175 -0.449
N2 0.215 -3.551 -1.905
N3 -0.123 -0.106 0.190
N4 0.439 -1.873 -0.975
O1 1.307 -3.717 -2.260
O2 1.653 -1.820 -0.914
H1 0.838 0.226 0.061
H2 -0.682 0.702 0.036